176
Properties=species:S:1:pos:R:3:lowdin_charge:R:1 method="wB97M-V/def2-TZVPD" relative_energy_ev=0.000 homo_ev=-8.254 gap_ev=8.39 max_force_ev_per_a=3.0 lumo_ev=0.132
C 16.35 16.57 17.28 -0.06
C 17.67 16.72 18.07 -0.23
N 17.56 16.04 19.38 -0.18
C 16.96 16.91 20.39 -0.25
C 16.51 16.07 21.60 -0.07
C 18.89 15.62 19.83 -0.22
C 19.50 14.36 19.04 -0.07
H 16.42 17.04 16.30 0.05
H 15.52 16.99 17.85 0.07
H 16.09 15.52 17.12 0.03
H 18.52 16.35 17.50 0.09
H 17.85 17.78 18.19 0.11
H 17.68 17.66 20.68 0.11
H 16.06 17.39 20.00 0.11
H 15.90 15.23 21.29 0.04
H 17.38 15.76 22.18 0.05
H 15.91 16.73 22.24 0.07
H 18.91 15.37 20.90 0.09
H 19.58 16.45 19.66 0.09
H 19.75 14.53 18.00 0.05
H 18.69 13.63 19.09 0.04
H 20.39 13.93 19.50 0.05
C 24.86 17.86 15.23 -0.07
C 23.76 18.01 16.34 -0.24
N 22.63 17.08 16.24 -0.20
C 21.79 17.40 15.11 -0.25
C 20.79 16.27 14.75 -0.06
C 21.81 17.03 17.47 -0.23
C 22.63 16.49 18.63 -0.08
H 25.84 18.08 15.64 0.07
H 24.57 18.49 14.39 0.06
H 24.79 16.87 14.79 0.05
H 24.30 17.93 17.28 0.10
H 23.45 19.05 16.38 0.11
H 21.28 18.35 15.28 0.11
H 22.42 17.56 14.24 0.11
H 19.97 16.02 15.43 0.05
H 20.36 16.47 13.77 0.05
H 21.42 15.39 14.62 0.04
H 21.00 16.30 17.41 0.08
H 21.41 18.04 17.63 0.12
H 23.33 17.17 19.11 0.06
H 23.15 15.57 18.37 0.06
H 21.88 16.22 19.39 0.05
C 19.07 7.27 9.40 -0.05
C 19.84 8.61 9.82 -0.25
N 18.94 9.68 10.03 -0.20
C 18.08 9.47 11.21 -0.27
C 17.15 10.64 11.56 -0.09
C 19.70 10.94 10.20 -0.24
C 20.81 11.06 11.26 -0.10
H 18.43 6.87 10.18 0.05
H 19.71 6.42 9.15 0.06
H 18.41 7.47 8.55 0.07
H 20.45 8.49 10.71 0.08
H 20.50 8.97 9.03 0.12
H 17.48 8.65 10.83 0.09
H 18.74 9.14 12.01 0.03
H 16.39 10.30 12.26 0.02
H 17.71 11.39 12.11 0.03
H 16.71 11.01 10.64 0.09
H 19.00 11.78 10.23 0.09
H 20.15 11.09 9.22 0.11
H 20.33 10.86 12.22 0.04
H 21.18 12.08 11.26 0.06
H 21.65 10.39 11.12 0.06
C 15.71 13.58 13.07 -0.14
C 17.11 14.16 13.51 -0.25
N 17.39 15.47 12.98 -0.18
C 17.70 15.43 11.56 -0.29
C 19.08 14.99 11.24 -0.08
C 16.36 16.49 13.33 -0.25
C 17.09 17.79 13.40 -0.10
H 14.90 14.15 13.50 0.03
H 15.66 12.53 13.36 -0.03
H 15.60 13.48 11.99 0.07
H 17.15 14.28 14.60 0.09
H 17.89 13.47 13.22 0.08
H 16.96 14.83 11.04 0.10
H 17.53 16.38 11.07 0.11
H 19.77 15.74 11.63 0.07
H 19.32 13.95 11.48 0.06
H 19.19 15.10 10.16 0.08
H 15.94 16.19 14.29 0.09
H 15.57 16.69 12.60 0.12
H 16.55 18.57 13.94 0.07
H 17.35 18.20 12.42 0.07
H 18.01 17.61 13.95 0.06
Br 22.56 9.86 22.28 0.57
C 22.62 8.32 23.49 -0.69
C 21.78 8.63 24.74 -0.63
Br 21.26 6.90 25.66 0.53
H 23.67 8.11 23.67 0.06
H 22.25 7.45 22.93 0.00
H 20.84 9.10 24.46 0.02
H 22.25 9.25 25.50 0.06
Br 24.76 7.47 12.67 0.61
C 23.06 8.29 13.22 -0.71
C 21.94 7.25 13.22 -0.54
Br 20.24 8.12 14.04 0.57
H 22.93 9.19 12.62 0.03
H 23.04 8.66 14.25 0.00
H 22.15 6.35 13.79 0.06
H 21.75 6.97 12.19 0.05
Br 23.64 6.73 19.91 0.62
C 23.74 7.65 18.11 -0.62
C 24.97 8.59 18.14 -0.62
Br 25.24 9.21 16.26 0.65
H 22.82 8.14 17.77 0.01
H 23.91 6.89 17.34 0.05
H 25.88 8.12 18.51 0.05
H 24.75 9.47 18.73 0.02
Br 22.55 12.43 14.21 0.69
C 24.05 12.59 15.50 -0.69
C 24.45 14.00 15.61 -0.65
Br 25.79 14.22 17.10 0.64
H 24.98 12.13 15.15 0.04
H 23.77 11.99 16.37 0.01
H 23.57 14.61 15.83 0.03
H 24.86 14.34 14.66 0.06
Br 8.98 11.52 14.31 0.60
C 10.61 10.86 13.40 -0.69
C 11.81 11.27 14.22 -0.67
Br 13.48 10.54 13.37 0.62
H 10.68 11.21 12.37 0.06
H 10.67 9.77 13.37 0.05
H 11.78 10.84 15.22 0.05
H 11.87 12.36 14.24 0.04
Br 26.10 11.63 20.89 0.58
C 25.77 13.59 20.59 -0.66
C 25.92 14.33 21.96 -0.66
Br 25.58 16.30 21.87 0.56
H 24.77 13.82 20.23 0.04
H 26.58 13.84 19.90 0.00
H 26.93 14.18 22.33 0.05
H 25.22 13.85 22.65 0.05
Br 15.57 8.40 17.94 0.61
C 15.38 7.92 16.01 -0.66
C 16.63 7.31 15.50 -0.71
Br 16.43 6.92 13.55 0.61
H 15.25 8.89 15.52 -0.01
H 14.51 7.29 15.82 0.07
H 16.94 6.37 15.96 0.05
H 17.48 7.98 15.62 -0.04
Br 19.41 7.65 21.91 0.57
C 20.22 7.56 20.02 -0.61
C 19.16 7.35 18.95 -0.64
Br 19.93 6.95 17.15 0.61
H 20.98 6.79 20.15 -0.03
H 20.66 8.53 19.80 0.00
H 18.53 8.23 18.86 -0.04
H 18.50 6.51 19.17 0.05
Br 14.44 13.05 16.07 0.68
C 13.97 12.55 17.95 -0.64
C 14.36 13.69 18.88 -0.67
Br 13.75 13.12 20.67 0.63
H 14.59 11.72 18.27 0.03
H 12.91 12.35 18.03 0.05
H 13.94 14.67 18.64 0.06
H 15.45 13.69 18.94 0.04
Br 17.66 10.78 15.17 0.69
C 18.74 10.96 16.86 -0.63
C 20.18 11.32 16.59 -0.69
Br 21.29 11.03 18.17 0.67
H 18.57 9.98 17.30 -0.01
H 18.33 11.71 17.54 0.01
H 20.28 12.35 16.26 0.04
H 20.59 10.68 15.80 -0.01
Br 18.92 12.98 24.18 0.55
C 18.93 12.40 22.23 -0.58
C 17.72 11.51 21.85 -0.70
Br 17.68 10.64 20.17 0.71
H 19.86 11.84 22.11 0.02
H 18.99 13.30 21.61 0.02
H 16.83 12.13 21.92 0.03
H 17.50 10.75 22.61 0.05